{
  "formula": "C4H10O3",
  "method": "the ωB97M-V functional and the def2-TZVPD basis",
  "energy_ev": -10448.5985,
  "e_homo_ev": 0.58,
  "total_charge": -2,
  "symbols": ["C", "O", "C", "C", "C", "O", "H", "H", "H", "H", "H", "H", "H", "H", "H", "H", "O"],
  "xyz": [[-2.28754, -1.30038, -0.37343], [-2.48048, -2.16809, -1.39387], [-1.11941, -0.32482, -0.63915], [-0.47844, 0.30966, 0.61691], [0.55987, 1.58368, 0.15861], [1.59988, 1.69215, 1.11578], [-3.23776, -0.71567, -0.20145], [-1.97468, -1.86505, 0.63966], [-1.31836, 0.45508, -1.38889], [-0.43630, -1.03826, -1.13687], [-1.17047, 0.65484, 1.41003], [0.10460, -0.34084, 1.14094], [-0.04420, 2.50802, 0.14800], [1.01210, 1.23880, -0.78546], [3.76683, 0.23229, 1.14486], [2.45241, 0.75036, 0.56151], [3.48046, 0.03988, 0.26434]],
  "atomic_forces_ev_per_a": [[-0.1, -0.8, 0.0], [-0.1, -0.1, 0.0], [0.4, -0.5, 0.8], [-0.4, 3.5, -2.5], [-0.4, -2.5, 2.7], [0.3, -0.9, -1.5], [0.3, 0.1, 0.6], [-0.6, 1.0, -1.0], [-0.4, -0.1, 0.1], [0.3, 0.6, 0.3], [-0.3, 0.3, -0.7], [2.0, -2.0, 1.1], [0.1, -0.1, -0.6], [-0.6, 0.5, -0.3], [0.8, -0.1, 0.9], [0.8, 0.3, 0.3], [-2.0, 1.0, -0.2]]
}

***

{
  "formula": "C4H10O3",
  "method": "the ωB97M-V functional and the def2-TZVPD basis",
  "energy_ev": -10453.0801,
  "smiles": "CCCC(=O)O.O",
  "e_homo_ev": -10.26,
  "total_charge": 0,
  "symbols": ["C", "C", "C", "C", "O", "O", "H", "H", "H", "H", "H", "H", "H", "H", "O", "H", "H"],
  "xyz": [[-2.40036, 0.45235, -0.08256], [-1.11214, 0.15716, -0.86031], [-0.00102, -0.41301, 0.02625], [1.29015, -0.73410, -0.66697], [2.08856, -1.57433, -0.34562], [1.46905, 0.03498, -1.76425], [-2.74998, 1.46523, -0.30079], [-2.24268, 0.42965, 0.98746], [-3.23056, -0.19771, -0.33859], [-0.74284, 1.08031, -1.29745], [-1.29343, -0.53747, -1.67611], [0.25160, 0.29311, 0.82842], [-0.34628, -1.30206, 0.55916], [2.32682, -0.21116, -2.15710], [-0.66688, 1.53739, 2.89345], [-1.42034, 0.94658, 2.99570], [-0.58403, 1.94126, 3.76575]],
  "atomic_forces_ev_per_a": [[-0.1, 0.5, -0.3], [0.3, 0.1, 0.3], [-0.3, 0.0, 0.5], [-0.1, -0.3, -0.4], [0.0, 0.1, 0.1], [0.4, 0.1, -0.2], [0.0, -0.1, 0.0], [0.0, -0.2, 0.3], [0.0, -0.3, 0.1], [0.0, 0.0, -0.2], [-0.1, 0.0, -0.1], [-0.1, 0.1, -0.1], [0.2, -0.1, -0.2], [-0.3, 0.0, 0.2], [-0.1, 0.0, 0.2], [0.0, 0.0, -0.1], [0.1, 0.0, -0.1]]
}

***

{
  "formula": "C4H10O3",
  "method": "the ωB97M-V functional and the def2-TZVPD basis",
  "energy_ev": -10451.4004,
  "smiles": "O=CCCCO.O",
  "e_homo_ev": -9.92,
  "total_charge": 0,
  "symbols": ["O", "C", "C", "C", "C", "O", "H", "H", "H", "H", "H", "H", "H", "H", "O", "H", "H"],
  "xyz": [[0.31190, -3.70185, -0.84782], [0.47981, -2.91221, 0.04824], [-0.58982, -1.91489, 0.44101], [-0.50218, -0.44579, -0.07366], [0.76190, 0.18159, 0.48750], [1.14925, 1.34538, -0.18680], [1.41168, -2.94789, 0.61095], [-1.47723, -2.43702, 0.08699], [-0.45399, -1.82195, 1.51921], [-0.48771, -0.56352, -1.15851], [-1.43806, -0.03877, 0.30133], [1.59267, -0.50357, 0.54246], [0.55814, 0.37319, 1.55409], [0.51713, 1.71589, -0.79915], [-0.31996, 4.71099, -1.03640], [-1.05843, 4.21331, -1.40266], [-0.45511, 4.74711, -0.08677]],
  "atomic_forces_ev_per_a": [[0.0, 0.0, 0.1], [-0.3, 0.3, -0.9], [0.9, -0.2, 0.2], [0.4, -2.4, -0.1], [-1.4, 0.5, 0.4], [1.1, 0.4, 0.3], [0.4, 0.1, 0.4], [-0.5, 0.4, 0.5], [-0.8, -0.3, 0.3], [-0.1, 0.7, -0.1], [0.1, 0.7, -0.3], [0.4, -0.3, -0.6], [0.0, 0.4, -0.1], [-0.5, -0.3, 0.0], [0.1, -0.1, -0.2], [0.0, 0.1, 0.2], [-0.1, -0.1, 0.1]]
}

***

{
  "formula": "C4H10O3",
  "method": "the ωB97M-V functional and the def2-TZVPD basis",
  "energy_ev": -10449.5635,
  "smiles": "C=CC(=C)O.O.O",
  "e_homo_ev": -8.66,
  "total_charge": 0,
  "symbols": ["C", "C", "C", "C", "O", "H", "H", "H", "H", "H", "H", "O", "H", "H", "O", "H", "H"],
  "xyz": [[1.60577, 2.39184, 0.70959], [0.88798, 1.27471, 0.66212], [1.39375, 0.10858, -0.18432], [2.52571, 0.24090, -0.90464], [0.71396, -1.07291, -0.10364], [2.56650, 2.69160, 0.03468], [1.16538, 3.26959, 1.17559], [-0.15877, 1.14586, 0.85184], [3.11378, -0.58030, -1.15400], [2.67215, 1.26383, -1.37479], [1.31028, -1.74868, 0.34125], [-3.64307, -2.34432, 0.78169], [-3.70189, -3.19118, 0.24424], [-4.56143, -2.29052, 1.12891], [-1.80944, 0.37112, -0.90270], [-1.98151, -0.04011, -0.03117], [-0.99539, -0.24738, -1.11590]],
  "atomic_forces_ev_per_a": [[1.0, 1.9, -1.3], [0.8, -1.3, -2.9], [1.5, 1.8, 0.1], [-1.9, 2.3, -0.3], [1.0, -1.8, 1.8], [-2.2, -1.4, 2.2], [0.1, -0.1, 0.1], [-0.3, 0.4, 1.1], [0.7, -1.3, -1.1], [0.6, -1.5, 1.2], [-1.2, 1.0, -0.9], [-1.2, -1.7, -0.7], [0.4, 1.6, 0.9], [0.9, 0.2, -0.2], [2.6, -2.5, 0.3], [-0.5, 0.4, -0.4], [-2.3, 1.9, 0.1]]
}